Record 1
Below is a structure of composition C7H11N, with properties calculated with ωB97M-V/def2-TZVPD.

Positions of all 19 atoms, in Å:
C (-1.024, -1.865, -0.421)
C (-0.892, 1.741, 0.561)
C (1.444, 1.372, -0.161)
C (0.133, -0.854, -0.159)
C (0.190, 0.660, 0.296)
N (1.281, -1.628, 0.313)
C (-1.312, -0.684, 0.378)
C (-1.218, 0.626, -0.317)
H (1.270, -2.574, -0.063)
H (2.155, -1.224, -0.020)
H (-1.427, -1.930, -1.423)
H (-1.030, -2.808, 0.119)
H (-1.346, 1.777, 1.544)
H (-0.789, 2.718, 0.100)
H (-1.472, -0.768, 1.445)
H (-1.311, 0.756, -1.388)
H (1.547, 2.357, 0.309)
H (2.346, 0.827, 0.134)
H (1.456, 1.502, -1.246)

Its multiplicity is 1. Its LUMO energy is 0.0443 hartree. Its energy relative to the best compared isomer or geometry (same formula, charge and spin) is 756.6 kJ/mol. The value obtained for the energy is -8919.8871 eV.

Atom charges from the Mulliken analysis, given in e for atoms 1 to 8: -0.798 -0.650 -1.817 0.189 0.594 -0.700 0.045 0.027

=====

Record 2
Below is the molecule C7H11N, with properties calculated with ωB97M-V/def2-TZVPD.

Positions of all 19 atoms, in Å:
C (-2.591, 0.302, 0.676)
C (-2.049, -0.543, -0.460)
C (-0.584, -1.012, -0.284)
C (0.332, 0.104, 0.260)
C (1.516, -0.424, 1.059)
N (2.459, 0.020, -0.124)
C (1.559, 0.521, -0.892)
C (0.397, 1.348, -0.387)
H (-3.592, 0.653, 0.428)
H (-1.932, 1.168, 0.797)
H (-2.698, -0.177, 1.660)
H (-1.976, 0.157, -1.286)
H (-2.659, -1.377, -0.769)
H (-0.527, -1.887, 0.356)
H (-0.183, -1.332, -1.246)
H (2.171, -1.195, 0.462)
H (1.840, 0.071, 1.969)
H (1.802, 0.626, -1.949)
H (0.633, 2.351, -0.066)

Its multiplicity is 1. Its LUMO energy is -0.0230 hartree. Its energy relative to the best compared isomer or geometry (same formula, charge and spin) is 830.1 kJ/mol. The value obtained for the energy is -8919.1255 eV.

Atom charges from the Mulliken analysis, given in e for atoms 1 to 8: -1.099 -0.478 -0.810 1.046 -0.904 -0.389 -0.418 -0.754

=====

Record 3
Below is a structure of composition C7H11N, with properties calculated with ωB97M-V/def2-TZVPD.

Positions of all 19 atoms, in Å:
C (2.932, 0.009, -0.444)
C (1.633, -0.248, 0.512)
C (0.273, -0.509, -0.221)
C (-2.196, -0.506, 0.032)
C (-1.751, 0.823, -0.314)
C (-0.628, 1.399, -0.016)
C (0.327, 0.617, 0.761)
H (3.991, 0.183, 0.310)
H (3.249, -0.886, -1.097)
H (2.727, 1.042, -1.344)
H (1.874, -0.645, 1.504)
H (0.397, -0.019, -1.223)
H (-1.085, -1.992, -0.803)
H (-2.741, -0.526, 1.085)
H (-3.245, -0.984, -0.533)
H (-2.552, 1.382, -0.938)
H (-0.533, 2.466, -0.240)
H (-0.024, 0.128, 1.784)
N (-0.799, -1.380, -0.052)

Its multiplicity is 1. Its LUMO energy is 0.0379 hartree. Its energy relative to the best compared isomer or geometry (same formula, charge and spin) is 723.0 kJ/mol. The value obtained for the energy is -8920.2358 eV.

Atom charges from the Mulliken analysis, given in e for atoms 1 to 8: -0.986 -0.268 0.191 -0.504 -0.068 -0.585 -0.110 0.249

=====

Record 4
Below is the molecule C7H11N, with properties calculated with ωB97M-V/def2-TZVPD.

Positions of all 19 atoms, in Å:
C (-1.282, -0.569, -0.816)
C (0.282, -0.602, -1.174)
C (1.550, -0.724, 0.005)
N (1.337, 0.723, 0.364)
C (0.947, 0.882, -1.146)
C (-0.042, 0.922, 0.930)
C (-1.059, 0.606, 1.934)
C (-0.875, -0.237, 0.629)
H (-1.832, -1.641, -0.655)
H (-1.851, 0.102, -1.605)
H (0.701, -1.372, -1.962)
H (2.497, -1.154, -0.574)
H (1.400, -1.407, 0.801)
H (1.854, 0.908, -1.621)
H (0.126, 1.573, -1.439)
H (-0.402, 1.716, 0.404)
H (-1.085, 0.100, 2.859)
H (-1.874, 1.384, 2.037)
H (-0.394, -1.209, 1.031)

Its SMILES is C1C2CN(C2)[C@@H]2C[C@@H]12. Its multiplicity is 1. Its LUMO energy is 0.0388 hartree. Its energy relative to the best compared isomer or geometry (same formula, charge and spin) is 712.6 kJ/mol. The value obtained for the energy is -8920.3432 eV.

Atom charges from the Mulliken analysis, given in e for atoms 1 to 8: -0.528 0.087 -0.773 -0.468 -0.725 0.061 -0.905 0.015

=====

Record 5
Below is a structure of composition C7H11N, with properties calculated with ωB97M-V/def2-TZVPD.

Positions of all 19 atoms, in Å:
C (-0.203, -0.686, 0.172)
C (-0.240, -0.392, -1.366)
C (-0.709, 1.022, -1.154)
C (0.590, 1.440, -0.303)
C (0.819, 0.366, 0.639)
C (1.668, 0.266, 1.630)
C (-1.632, 0.313, -0.005)
H (-1.576, -2.290, 0.989)
H (0.432, -2.723, -0.411)
H (-1.124, -0.825, -1.904)
H (0.592, -0.630, -2.287)
H (-1.097, 1.799, -1.891)
H (0.493, 2.438, 0.311)
H (1.331, 1.305, -1.147)
H (2.420, 0.997, 1.872)
H (1.803, -0.674, 2.010)
H (-1.799, 0.865, 1.014)
H (-2.547, -0.044, -0.551)
N (-0.097, -2.027, 0.617)

Its multiplicity is 1. Its LUMO energy is 0.0007 hartree. Its energy relative to the best compared isomer or geometry (same formula, charge and spin) is 780.9 kJ/mol. The value obtained for the energy is -8919.6349 eV.

Atom charges from the Mulliken analysis, given in e for atoms 1 to 8: 0.494 -0.728 -0.350 -0.476 0.255 -1.200 -0.745 0.310

=====

Record 6
Below is a structure of composition C7H11N, with properties calculated with ωB97M-V/def2-TZVPD.

Positions of all 19 atoms, in Å:
C (-0.221, -0.323, -0.587)
C (0.277, 1.047, -0.920)
C (-1.598, -0.733, -1.002)
C (0.852, -1.349, -0.505)
C (0.698, 1.431, 0.529)
N (1.998, 1.273, 0.793)
C (-0.365, 0.226, 1.268)
C (-0.877, -0.150, 2.299)
H (2.153, 1.260, 1.801)
H (1.153, 1.061, -1.568)
H (-0.519, 1.696, -1.287)
H (0.146, 2.323, 0.851)
H (-1.916, -1.624, -0.461)
H (1.689, -0.909, 0.072)
H (-1.587, -0.966, -2.073)
H (-2.322, 0.066, -0.841)
H (0.500, -2.279, -0.059)
H (1.254, -1.541, -1.504)
H (-1.313, -0.511, 3.195)

Its multiplicity is 1. Its LUMO energy (alpha / beta) is -0.0133 / -0.0133 hartree. Its energy relative to the best compared isomer or geometry (same formula, charge and spin) is 557.9 kJ/mol. The value obtained for the energy is -8921.9462 eV.

Atom charges from the Mulliken analysis, given in e for atoms 1 to 8: 1.217 -0.932 -1.575 -1.369 0.252 -0.780 -0.759 -0.060

=====

Record 7
Below is the ion C7H11N2 with charge +1, with properties calculated with ωB97M-V/def2-TZVPD.

Positions of all 20 atoms, in Å:
C (0.660, -1.917, 0.451)
C (1.303, -0.416, -1.307)
C (-0.193, -0.902, 1.105)
C (-0.695, -1.289, 2.329)
C (-0.256, 0.347, 0.261)
C (-1.238, 1.395, 0.692)
C (0.184, 1.640, -1.764)
N (0.401, 0.468, -0.868)
N (1.354, -1.604, -0.625)
H (0.619, -3.051, 0.636)
H (1.756, -0.290, -2.182)
H (-1.361, -0.710, 2.963)
H (-0.248, -2.177, 2.767)
H (-1.931, 1.464, -0.082)
H (-0.885, 2.435, 0.895)
H (-1.492, 1.029, 1.746)
H (0.063, 2.551, -1.086)
H (0.951, 1.901, -2.586)
H (-0.770, 1.487, -2.274)
H (1.777, -2.362, -1.070)

Its multiplicity is 3. Its LUMO energy (alpha / beta) is -0.1454 / -0.1981 hartree. As for the total charge: +1. Its energy relative to the best compared isomer or geometry (same formula, charge and spin) is 0.0 kJ/mol. The value obtained for the energy is -10407.1242 eV.

Atom charges from the Mulliken analysis, given in e for atoms 1 to 8: -0.656 -0.162 1.011 -1.132 0.766 -1.360 -0.917 -0.041

=====

Record 8
Below is the molecule C7H11N2O2P, with properties calculated with ωB97M-V/def2-TZVPD.

Positions of all 23 atoms, in Å:
C (-0.289, 1.615, 1.844)
C (-0.418, 1.365, 0.664)
C (-0.104, 0.336, -1.533)
C (-0.948, 0.978, -0.579)
C (1.406, -1.346, -2.113)
C (-3.185, 1.446, 0.033)
C (0.889, -1.428, 1.957)
N (0.802, -0.498, -1.183)
N (-2.217, 0.965, -0.790)
O (3.481, -0.251, -0.510)
O (1.962, -0.915, 1.200)
P (2.319, 0.292, 0.133)
H (0.209, 1.953, 2.709)
H (-0.377, 0.425, -2.626)
H (1.076, -1.343, -3.208)
H (2.452, -1.240, -2.132)
H (1.197, -2.437, -1.715)
H (-4.197, 1.378, -0.342)
H (-3.009, 1.007, 1.053)
H (-2.910, 2.470, 0.469)
H (0.591, -0.726, 2.781)
H (1.287, -2.292, 2.417)
H (-0.017, -1.755, 1.471)

Its multiplicity is 1. Its LUMO energy is -0.0294 hartree. Its energy relative to the best compared isomer or geometry (same formula, charge and spin) is 483.3 kJ/mol. The value obtained for the energy is -23797.1464 eV.

Atom charges from the Mulliken analysis, given in e for atoms 1 to 8: -0.198 -0.267 -0.307 0.754 -0.884 -0.855 -0.636 -0.004